A molecular structure, C11H16Br3N2S. Source: the OMol25 dataset; level of theory: ωB97M-V with the def2-TZVPD basis set.

Geometry as XYZ:
```
33
Properties=species:S:1:pos:R:3:forces:R:3
C -2.32953 -1.72030 1.91142 -0.1755 -0.1995 -0.0698
C -2.05271 -2.77399 0.84783 0.0634 0.1217 0.1129
Br -2.39091 -4.53698 1.57973 0.0587 -0.1271 -0.0641
C -2.86314 -2.68496 -0.43954 0.1081 -0.2756 0.1578
Br -4.76958 -2.72159 -0.22994 -0.1502 0.1431 0.1059
S -2.67789 -1.16337 -1.42020 0.0942 -0.0165 -0.5238
Br -0.59579 -1.19847 -2.04977 -0.1642 0.0414 0.2040
H -2.44940 -0.71177 1.51238 0.1188 0.0706 -0.0217
H -1.50242 -1.69782 2.61575 0.0054 0.0308 0.0393
H -3.23968 -1.96509 2.45620 -0.0113 0.0360 -0.0197
H -0.99926 -2.81165 0.56696 -0.0219 0.1592 -0.0474
H -2.56851 -3.46357 -1.14537 -0.1139 -0.0327 0.0376
H -2.58690 -0.24489 -0.43639 -0.0590 -0.0364 0.2036
N 2.67308 0.17623 -2.57310 -0.0083 -0.0221 0.1086
C 3.55591 0.81299 -3.40709 -0.0396 -0.0095 0.0436
C 4.58934 1.27086 -2.63930 0.0242 0.0078 0.0145
C 4.32589 0.89591 -1.29283 0.0258 0.0138 0.0073
C 3.13819 0.22119 -1.28196 -0.0414 0.0038 -0.0522
H 1.81888 -0.25829 -2.85838 0.1001 0.0478 -0.2041
H 3.37319 0.88424 -4.46500 0.0029 0.0062 -0.0073
H 5.44498 1.81478 -3.00103 0.0075 0.0028 0.0035
H 4.94301 1.09730 -0.43387 0.0107 0.0049 -0.0002
H 2.59191 -0.23655 -0.47442 0.0138 -0.0201 0.0150
N -0.64541 1.26005 0.90182 -0.2120 0.0696 -0.0116
C 0.50504 1.56732 1.58432 -0.0391 -0.0613 0.0165
C 0.22688 2.62480 2.40258 -0.0061 0.0206 0.0240
C -1.13805 2.97506 2.21072 0.0042 0.0114 0.0244
C -1.65218 2.11998 1.27878 0.0073 -0.0910 -0.0036
H -0.74977 0.52205 0.23477 0.3643 0.0291 -0.0640
H 1.41486 1.01453 1.42887 0.0180 0.0169 -0.0211
H 0.92667 3.10336 3.06592 0.0030 0.0090 0.0015
H -1.67534 3.77041 2.69814 0.0028 0.0091 0.0037
H -2.64136 2.05823 0.85199 0.0091 0.0362 -0.0130
```
Forces are in eV/Å.

Values from the calculation:
* E_HOMO: -10.6982 eV
* E_LUMO: -6.2 eV
* Kohn-Sham gap: 4.455 eV
* net charge: +1
* 2S+1: 1
* max |F|: 0.5 eV/Å
* calculated total energy: -8658.151668 Ha

Löwdin atomic charge list, values in e, 5 entries: atom 1 (C): -0.14, atom 2 (C): -0.85, atom 3 (Br): 0.80, atom 4 (C): -1.07, atom 5 (Br): 0.82